No. 1
C26H50Br10F3NiO8S3 | the ωB97M-V functional and the def2-TZVPD basis

Atoms and positions in Å:
Ni -0.414 2.826 -3.290
C 0.574 1.301 -0.520
O -0.043 0.077 -0.304
O -0.352 2.077 -1.225
C 1.277 1.913 0.748
F 2.524 1.439 0.840
F 1.380 3.238 0.705
F 0.702 1.556 1.913
C -1.202 -0.029 0.606
C -1.709 -1.442 0.596
H -2.452 -1.639 1.371
H -2.301 -1.631 -0.306
H -0.936 -2.209 0.648
H -2.068 0.569 0.320
H -0.944 0.108 1.655
H 1.409 0.956 -1.142
C 0.986 -2.953 5.922
C -0.110 -2.752 4.875
C 0.484 -2.583 3.511
S 2.029 -1.572 3.869
O 1.758 -0.167 3.570
O 3.175 -2.278 3.381
C 1.863 -1.787 5.729
H 1.618 -3.811 5.672
H 0.524 -3.128 6.891
H -0.563 -1.785 5.117
H -0.868 -3.531 4.797
H -0.061 -2.127 2.691
H 1.021 -3.483 3.202
H 1.586 -0.902 6.303
H 2.920 -1.921 5.970
C -5.142 1.693 -0.785
C -4.701 0.596 -1.728
C -4.657 1.209 -3.115
S -3.917 2.917 -2.892
O -4.736 3.892 -3.607
O -2.514 2.741 -3.296
C -4.178 2.892 -1.006
H -4.985 1.388 0.250
H -6.196 1.944 -0.892
H -5.377 -0.257 -1.742
H -3.670 0.310 -1.506
H -5.699 1.497 -3.291
H -4.340 0.628 -3.977
H -4.605 3.840 -0.683
H -3.139 2.817 -0.689
C 2.386 -0.401 -5.105
C 1.794 -0.765 -3.708
C 0.317 -1.222 -3.757
S -0.351 -0.112 -5.086
O -0.750 1.174 -4.487
O -1.351 -0.782 -5.880
C 1.219 0.061 -6.040
H 2.710 -1.300 -5.627
H 3.142 0.376 -5.185
H 1.861 0.210 -3.217
H 2.340 -1.441 -3.053
H -0.346 -1.208 -2.898
H 0.362 -2.139 -4.347
H 1.254 0.927 -6.697
H 1.165 -0.760 -6.757
Br 4.001 6.165 3.411
C 3.183 4.371 2.972
C 3.349 3.383 4.136
Br 1.877 3.729 5.347
H 3.579 4.029 2.016
H 2.146 4.556 2.703
H 4.292 3.336 4.673
H 3.146 2.389 3.736
Br 4.286 0.463 -1.688
C 4.450 2.298 -1.093
C 5.344 3.098 -2.036
Br 4.961 4.999 -1.711
H 4.771 2.240 -0.058
H 3.449 2.715 -1.192
H 5.192 2.715 -3.045
H 6.381 2.807 -1.871
Br -3.880 -5.911 -0.400
C -2.735 -4.685 -1.379
C -2.722 -5.092 -2.862
Br -1.587 -4.079 -4.117
H -1.718 -4.828 -1.024
H -3.081 -3.655 -1.412
H -3.717 -5.093 -3.305
H -2.397 -6.127 -2.956
Br 1.538 -6.599 3.132
C 2.066 -5.475 1.651
C 0.835 -4.925 0.925
Br 1.482 -3.840 -0.617
H 2.704 -6.041 0.975
H 2.680 -4.659 2.028
H 0.234 -4.343 1.619
H 0.172 -5.637 0.442
Br -3.442 2.721 2.339
C -1.902 3.667 1.594
C -1.237 4.441 2.698
Br -2.515 5.858 3.294
H -2.378 4.192 0.769
H -1.252 2.951 1.088
H -0.353 4.996 2.388
H -0.898 3.817 3.522

F_max, Eh/bohr: 0.076
Lowest unoccupied orbital energy (alpha / beta), eV: -4.91 / -5.78
Net charge: +1
2S+1: 3
⟨S²⟩: 2.008
Kohn-Sham gap (alpha / beta), eV: 6.61 / 5.74
Molar mass, g/mol: 1501.61

Results of the Mulliken charge analysis, in e, for atoms 1 through 5: 0.835, 0.423, -0.034, 0.489, 0.437

---

No. 2
C4H11NO2S | the ωB97M-V functional and the def2-TZVPD basis

Atoms and positions in Å:
C -0.459 -0.939 -1.460
C 0.228 -0.141 -0.318
C 1.720 -0.019 -0.663
S 2.060 1.245 -2.003
N 0.146 -0.856 0.971
C -1.219 -0.939 1.671
O -1.253 -1.856 2.620
H -1.503 -1.118 -1.220
H 0.128 -1.833 -1.718
H -0.257 -0.415 -2.406
H -0.314 0.807 -0.305
H 2.243 0.276 0.242
H 2.067 -0.949 -1.089
H 0.438 -1.815 0.813
H -1.403 0.054 2.140
H -1.931 -1.022 0.797
H -2.462 1.613 2.006
H -1.895 1.401 0.572
O -2.455 1.960 1.111

F_max, Eh/bohr: 0.042
Lowest unoccupied orbital energy, eV: 6.08
Net charge: -2
Relative energy (zero: lowest compared OMol25 entry of this formula, charge and spin), kcal/mol: 26.9
Kohn-Sham gap, eV: 5.82
Molar mass, g/mol: 137.20

Results of the Mulliken charge analysis, in e, for atoms 1 through 5: -1.255, 0.404, -0.869, -0.800, -0.239

---

Q: Among the records above, which one has the lowest F_max?
A: C4H11NO2S

---

Q: Among the records above, which one has the highest net charge?
A: C26H50Br10F3NiO8S3

---

Q: Which of these has the highest F_max?
A: C26H50Br10F3NiO8S3